DFT (ωB97M-V with the def2-TZVPD basis set) results for the molecule C5H8N2 at a distorted geometry.

Geometry as XYZ:
```
15
Properties=species:S:1:pos:R:3:forces:R:3:mulliken_charge:R:1
C 2.3952 -0.5887 -0.0920 -0.1 -0.1 0.4 -0.774
N 1.0422 -0.0824 -0.2631 -0.6 0.2 3.0 0.436
C 0.7112 1.2117 -0.1186 0.2 1.4 -1.1 -0.343
C -0.6757 1.3455 -0.1926 0.7 0.0 0.3 -0.476
C -1.0865 0.0337 0.1160 0.4 -0.8 -0.2 0.558
C -2.4400 -0.6027 0.1408 0.0 0.0 0.0 -1.007
N -0.0311 -0.7757 0.2650 -0.7 -1.5 -2.4 -0.824
H 3.1311 -0.0340 -0.6939 -0.6 0.0 0.2 0.324
H 2.4393 -1.6385 -0.3903 -0.2 0.2 0.1 0.262
H 2.6336 -0.4934 0.9648 0.4 -0.2 0.1 0.338
H 1.4234 1.8017 0.4461 0.4 1.0 -1.4 0.312
H -1.2337 2.2082 -0.5594 0.1 -0.2 0.9 0.337
H -2.5342 -1.1640 -0.7950 -0.2 0.0 0.1 0.238
H -3.2741 0.1014 0.2109 0.3 0.0 0.1 0.320
H -2.5009 -1.3228 0.9613 0.0 0.1 -0.1 0.297
```
Forces are in eV/Å.

- energy relative to the best compared isomer or geometry (same formula, charge and spin) (kcal/mol) = 50.72
- frontier orbital gap (eV) = 9.35
- calculated total energy (eV) = -8292.7969
- multiplicity = 1
- SMILES = Cc1ccn(C)n1